DFT (ωB97M-V/def2-TZVPD) results for a molecular structure, C20H26As2BN7NiSe.

Geometry as XYZ:
```
58
C20H26As2BN7NiSe ωB97M-V/def2-TZVPD
N 0.6727 -2.2303 0.0061
C 2.1409 0.7909 3.4335
C -3.0417 -1.7279 -2.1875
H -2.2808 -2.2659 -2.7495
H -0.1016 -3.2590 1.6566
C 1.1655 -0.9562 -4.0508
C -5.8337 0.8047 0.6508
H 1.3754 2.3546 0.9363
H -2.0183 -3.6653 0.0802
As -2.3079 -1.2284 -0.4647
H -2.3769 -2.7462 1.5580
H -1.5961 0.5797 -3.2885
C 3.6137 0.6512 -0.6683
H -3.3430 -0.8439 -2.7443
C -5.3323 1.7249 1.5612
H -0.2512 -0.1693 -5.5553
H -0.8704 3.2878 1.3073
H 4.5345 0.2836 -1.0879
As -1.1795 0.7953 1.5878
C -3.9751 1.7594 1.8506
C -0.8147 2.6069 2.1553
N 2.4735 -0.0240 -0.8623
H 3.3661 -3.7933 -0.8147
B 2.2378 -1.3041 -1.6904
C 0.0259 -0.3381 -4.5302
H -1.5634 2.8781 2.8980
N 1.7728 -2.4191 -0.7507
H 2.0092 -1.3843 -4.5648
H -6.0023 2.4218 2.0476
H -1.5276 -1.1649 3.1386
C 3.3453 1.7639 0.1003
H -1.8992 0.3764 3.9537
H 3.2390 -1.6205 -2.2686
C 1.9783 1.6908 0.3488
Ni -0.2547 -0.2389 -0.3044
C 0.6595 -3.2156 0.8956
C -2.6295 -2.8733 0.5078
H -0.1930 -0.1437 3.6846
H -3.6861 -3.1228 0.4207
N 1.4629 0.6093 -0.2272
Se 2.4179 -0.9386 2.9551
C -1.2066 -0.1353 3.2862
N 1.9456 1.8945 3.7491
H 0.1643 2.6388 2.6343
C -0.6677 0.0397 -3.3807
H -5.3669 -0.8062 -0.6831
C -4.9740 -0.0859 0.0253
N 1.1242 -0.9484 -2.7126
H -3.9060 -2.3714 -2.0310
C 2.4431 -3.5076 -0.3389
N 0.0017 -0.3357 -2.2942
C -3.1026 0.8807 1.2185
H 4.0340 2.5014 0.4698
C -3.6139 -0.0393 0.3055
C 1.7563 -4.0628 0.7196
H -6.8926 0.7827 0.4289
H 2.0220 -4.9319 1.2944
H -3.6054 2.4831 2.5656
```

Properties
2S+1   1
Kohn-Sham gap (spin up / spin down)   6.1 / 6.1 eV

These are the Löwdin partial charges, in e, on atoms 1 to 2: 0.01 -0.99

DFT (ωB97M-V/def2-TZVPD) results for a single C5H6ClF molecule at a distorted geometry.

Geometry as XYZ:
```
13
C5H6ClF ωB97M-V/def2-TZVPD
H -0.9610 1.1023 -1.1221
H -0.4221 1.7975 1.2296
C 1.8783 -1.1048 -0.8496
C 0.0901 -0.2217 0.4528
C -0.8977 0.7892 0.9735
H -1.5713 0.3503 1.6944
H 1.3918 1.0499 -0.3600
C -1.6308 0.9629 -0.2551
F -0.4357 -1.4990 0.6531
H 2.9115 -1.1891 -1.0503
Cl -3.0103 -0.0645 -0.4972
H 1.4347 -1.9798 -0.5025
C 1.2223 0.0069 -0.3666
```

Properties
2S+1   1
Kohn-Sham gap (spin up / spin down)   7.7 / 8.0 eV

These are the Löwdin partial charges, in e, on atoms 1 to 2: 0.07 0.14

Calculated energy above the lowest of the compared OMol25 structures with the same formula, charge and spin (kJ/mol), listed in the same order as above: 0.0, 307.9